# 1
The following is a quantum chemistry calculation of a structure of composition C69H53FGeN2O2P3Pd, from the Open Molecules 2025 dataset.

```
! RIJCOSX wB97M-V def2-TZVPD def2/J DEFGRID3
* xyz 3 1
Pd 0.88 0.28 0.35
Ge 2.51 1.68 1.58
P 0.41 -0.61 2.70
P 0.63 2.50 -0.70
P 2.65 -0.74 -0.73
F 0.56 1.75 2.22
O -1.56 0.34 1.08
O -1.99 -2.87 -1.95
N -1.24 -1.01 -0.72
N -4.15 0.34 -0.55
C -3.48 1.53 -1.12
C -1.23 -1.29 4.78
C 0.88 -4.62 2.01
C 1.32 -0.36 -3.12
C -3.83 -0.53 -3.62
C 3.62 -4.60 0.09
C -6.14 -2.71 1.60
C -0.81 -0.23 3.98
C 2.62 4.64 2.14
C 3.93 1.54 0.22
C 1.54 6.22 0.67
C 2.03 -0.45 3.50
C -5.56 -0.30 -5.27
C 1.47 3.84 -4.99
C 4.45 -0.15 4.83
C 4.93 -3.20 1.55
C -4.21 -0.37 -4.95
C -0.12 3.47 -3.22
C 0.13 -2.35 2.30
C -6.14 -0.57 -2.95
C -6.52 -0.40 -4.27
C 4.94 2.50 0.24
C 1.16 -0.47 -4.49
C -1.78 3.48 0.29
C -1.91 1.39 -1.07
C -4.01 2.68 -0.29
C 2.19 2.82 -2.93
C 0.18 3.93 -4.50
C -1.57 0.22 -0.13
C 3.21 -1.86 -3.23
C -1.19 -2.77 2.07
C -3.24 3.52 0.39
C 2.02 -1.26 -5.23
C -2.10 -1.05 5.84
C 2.35 -1.05 -2.48
C 3.04 -1.96 -4.60
C 2.35 -1.29 4.56
C 4.56 -4.46 1.10
C 2.17 3.59 1.36
C 3.41 -2.21 -0.02
C 6.00 2.42 -0.64
C -1.26 1.06 4.24
C 3.56 -1.15 5.21
C 3.02 -3.48 -0.45
C 4.36 -2.07 0.99
C -2.54 0.24 6.11
C 4.13 0.69 3.77
C 1.36 3.87 0.24
C -5.52 -2.98 -1.09
C 5.06 0.41 -1.59
C 1.17 -3.28 2.24
C -4.79 -0.65 -2.63
C 2.48 3.28 -4.21
C -1.46 -4.10 1.81
C -1.77 -1.91 -1.34
C 3.99 0.49 -0.70
C 1.07 5.18 -0.12
C 2.92 0.55 3.10
C -2.12 1.29 5.31
C -5.43 -1.71 0.97
C 0.89 2.92 -2.44
C -4.47 -0.77 -1.17
C -1.17 2.59 -0.48
C -6.24 -3.97 -0.45
C 2.29 5.95 1.80
C -5.14 -1.82 -0.41
C -0.43 -5.03 1.78
C -6.55 -3.84 0.89
C 6.06 1.37 -1.56
H -2.49 -4.42 1.66
H 4.00 -2.42 -2.74
H -1.99 -2.05 2.13
H 4.83 1.47 3.48
H -3.46 -0.31 -5.72
H -0.64 -6.07 1.58
H -3.22 0.42 6.93
H 0.48 5.38 -1.01
H -0.96 1.89 3.62
H 6.78 3.17 -0.62
H 3.71 -2.59 -5.17
H -5.86 -0.16 -6.30
H -7.13 -4.61 1.40
H 4.89 3.33 0.95
H -2.77 -0.58 -3.39
H -6.89 -0.63 -2.18
H -1.51 1.14 -2.05
H -1.21 4.25 0.80
H -1.13 3.57 -2.84
H 1.33 7.24 0.39
H -3.70 4.30 0.98
H -2.42 -1.88 6.46
H -3.82 1.62 -2.15
H -5.25 -3.10 -2.13
H 5.68 -3.09 2.32
H 3.21 4.46 3.03
H 2.64 6.77 2.42
H 1.67 -5.35 2.02
H 1.90 -1.35 -6.30
H 3.34 -5.58 -0.26
H -2.46 2.30 5.51
H -4.31 0.40 0.45
H 4.66 -1.08 1.33
H 6.88 1.31 -2.26
H -6.55 -4.85 -1.00
H -5.09 2.77 -0.27
H 3.81 -1.81 6.03
H 2.26 -3.59 -1.22
H -0.90 -2.30 4.60
H 5.39 -0.03 5.36
H -6.40 -2.60 2.65
H 1.70 4.20 -5.98
H 1.65 -2.06 4.87
H 5.11 -0.39 -2.31
H 2.98 2.40 -2.31
H 0.36 0.07 -4.99
H -0.60 4.39 -5.10
H 0.65 0.26 -2.54
H 5.02 -5.34 1.53
H 3.49 3.22 -4.59
H -7.57 -0.34 -4.52
H 2.19 -2.98 2.41
H -5.14 -0.85 1.56
*
```

LUMO level (spin up / spin down): -9.22 / -9.12 eV
HOMO level (spin up / spin down): -14.6 / -14.7 eV
Maximum force: 0.05972 hartree/bohr
Orbital gap (spin up / spin down): 5.405 / 5.573 eV

Atom charges from the Mulliken analysis, given in e for atoms 1 to 99: -1.97, 2.40, 2.09, 2.38, 3.95, -0.52, 0.16, -0.40, 1.26, 0.15, 0.30, -0.70, -0.74, 0.31, 0.62, -1.14, -0.95, 0.94, -0.48, 0.41, -0.78, 0.85, -0.57, -0.82, -1.00, -0.78, -1.11, -0.46, 1.02, -0.50, -0.94, -0.73, -1.01, -0.47, 0.55, -1.18, -0.06, -0.83, -2.13, -0.28, -1.01, -1.22, -1.01, -0.93, -0.07, -0.93, -0.09, -0.63, -0.55, 0.82, -0.83, -0.71, -1.01, -0.27, -0.60, -0.73, -0.13, -0.79, -0.35, -0.89, -0.63, -0.38, -0.70, -0.81, 0.49, -0.60, -0.33, -0.68, -1.05, -0.35, 0.85, 0.66, -0.68, -1.05, -0.80, 0.72, -1.11, -0.47, -1.03, 0.59, 0.56, 0.70, 0.54, 0.50, 0.45, 0.45, 0.61, 0.56, 0.48, 0.49, 0.45, 0.48, 0.53, 0.49, 0.54, 0.57, 0.61, 0.45, 0.47

***

# 2
The following is a quantum chemistry calculation of a structure of composition C28H32N2OSSiV, from the Open Molecules 2025 dataset.

```
! RIJCOSX wB97M-V def2-TZVPD def2/J DEFGRID3
* xyz 1 3
V 0.31 -0.40 -0.04
S 3.18 0.36 1.38
Si -1.96 -2.49 1.62
O 1.72 -0.09 1.13
N -1.13 -1.63 0.33
N -1.30 0.37 -0.77
C -1.89 1.31 -1.55
C 1.13 2.16 -4.08
C -3.54 -0.31 -2.16
C -2.94 -1.27 -1.37
C -1.83 -0.89 -0.61
C 2.33 2.75 -3.70
C 5.88 -2.50 -0.85
C 6.29 -1.19 -0.59
C 5.45 -0.32 0.08
C 1.49 0.31 -2.55
C 3.12 2.11 -2.76
C 4.63 -2.94 -0.43
C 4.22 -1.11 5.53
C 3.52 -0.20 3.04
C -0.91 -2.28 3.15
C 4.96 -0.09 4.94
C 0.72 0.97 -3.52
C 4.21 -0.78 0.49
C 2.71 0.91 -2.20
C 2.77 -1.21 3.61
C 3.13 -1.66 4.88
C 4.61 0.37 3.68
C -3.03 0.99 -2.24
C -2.16 -4.28 1.20
C 3.78 -2.08 0.25
C -1.26 2.67 -1.59
C 1.03 -0.96 -1.91
C -3.61 -1.70 1.89
H 6.54 -3.17 -1.38
H -0.26 -3.14 3.34
H -1.14 3.00 -2.62
H 2.55 -2.44 5.35
H 1.92 -1.64 3.10
H -2.95 -4.42 0.46
H 5.80 0.35 5.46
H 4.08 2.53 -2.47
H 4.31 -3.95 -0.64
H 5.75 0.71 0.26
H -3.51 1.74 -2.85
H -0.21 0.52 -3.84
H 0.52 2.64 -4.84
H 3.36 0.38 -1.51
H -3.32 -2.28 -1.29
H 2.66 3.68 -4.15
H -1.23 -4.70 0.80
H -3.52 -0.62 1.96
H -4.33 -1.94 1.10
H -1.55 -2.15 4.02
H 5.18 1.17 3.21
H -0.29 2.67 -1.11
H -2.43 -4.85 2.09
H -1.91 3.38 -1.09
H 4.50 -1.47 6.51
H 0.25 -1.44 -2.49
H -4.43 -0.57 -2.73
H -4.03 -2.06 2.84
H 2.80 -2.41 0.58
H 1.85 -1.67 -1.77
H 7.26 -0.85 -0.93
H -0.30 -1.38 3.06
*
```

LUMO level (spin up / spin down): -2.82 / -2.79 eV
HOMO level (spin up / spin down): -10.5 / -10.6 eV
Maximum force: 0.03969 hartree/bohr
Orbital gap (spin up / spin down): 7.674 / 7.822 eV
Expectation value of S²: 2.027

In elementary charge units, the Mulliken charges are: 0.81, -0.11, -0.36, -0.39, 0.12, 0.26, 0.92, -0.72, -0.31, -1.10, 0.42, -0.58, -0.46, -0.63, -0.27, 0.80, -0.72, -0.72, -0.52, 1.00, -0.99, -0.58, -0.61, 0.32, 0.32, -0.29, -0.63, -0.47, -0.84, -0.97, -0.32, -1.46, -1.85, -1.05, 0.41, 0.29, 0.34, 0.43, 0.14, 0.32, 0.41, 0.45, 0.44, 0.48, 0.47, 0.45, 0.46, 0.36, 0.61, 0.42, 0.29, 0.33, 0.32, 0.48, 0.43, 0.19, 0.36, 0.43, 0.41, 0.59, 0.46, 0.46, 0.49, 0.67, 0.42, 0.15

***

# 3
The following is a quantum chemistry calculation of the ion C7H12N3O2 with charge +1, from the Open Molecules 2025 dataset.

```
! RIJCOSX wB97M-V def2-TZVPD def2/J DEFGRID3
* xyz 1 1
O -2.35 -1.50 0.02
O -0.64 2.40 -0.22
N -0.76 0.06 -0.11
N 1.33 1.16 0.02
N 0.15 -1.09 -0.06
C 1.12 -0.98 -1.21
C 1.68 0.37 1.18
C 1.64 0.51 -1.23
C -2.20 -0.31 0.03
C -0.07 1.37 -0.05
C -3.07 0.89 0.18
C 0.87 -0.93 1.24
H 1.93 -1.77 -0.96
H -3.92 0.57 0.69
H -0.48 -1.91 0.11
H 0.66 -1.34 -2.10
H 1.47 -1.95 1.15
H 1.60 1.08 1.98
H 2.82 0.21 1.00
H -3.30 1.05 -0.86
H -2.46 1.55 0.74
H 2.70 0.51 -1.48
H 0.27 -0.94 2.06
H 1.01 0.99 -2.12
*
```

LUMO level: -3.18 eV
HOMO level: -14.3 eV
Maximum force: 0.10069 hartree/bohr
Orbital gap: 11.130 eV
SMILES: CC(=O)N1C(=O)N2CC[NH+]1CC2

In elementary charge units, the Mulliken charges are: -0.56, -0.46, -0.07, -0.18, -0.10, -0.44, -0.51, -0.48, 0.71, 0.38, -1.00, -0.60, 0.30, 0.40, 0.43, 0.39, 0.39, 0.40, 0.33, 0.30, 0.31, 0.37, 0.36, 0.32

***

E_tot, record by record: -170045.5848; -78979.6090; -16009.8675 eV
ΔE to the lowest compared entry with this formula, charge and spin, record by record: 0.0; 75.0; 200.5 kJ/mol